(1)
Density functional theory data (wB97M-V/def2-TZVPD) for a gas-phase ion, C4H14N3 (charge +1) in a non-equilibrium geometry.

Frontier orbital gap (eV): 10.82
Electronic energy (eV): -8838.9681
SMILES: NCC[NH2+]CCN
Relative energy (zero: lowest compared OMol25 entry of this formula, charge and spin) (eV): 1.055
HOMO energy (hartree): -0.4996

```
! RIJCOSX wB97M-V def2-TZVPD def2/J DEFGRID3
* xyz 1 1
N -2.5913 -0.9067 0.6547
C -1.9902 0.3238 1.1670
C -0.4777 0.3000 0.9177
N -0.3230 -0.1646 -0.5258
C 0.9520 -0.7652 -1.1158
C 1.9965 0.3267 -1.2473
N 2.5613 0.6686 0.0747
H -3.5952 -0.7596 0.7162
H -1.0010 -0.9341 -0.6125
H -2.4269 -1.7189 1.2404
H -2.4892 1.2038 0.7509
H -2.1675 0.5046 2.2393
H 0.0267 1.2527 1.0237
H -0.0995 -0.4907 1.5641
H -0.7150 0.5937 -1.0816
H 0.6269 -1.2065 -2.0574
H 1.2469 -1.4866 -0.3572
H 2.8168 0.0599 -1.9218
H 1.5485 1.2039 -1.7160
H 2.5947 1.6821 0.1415
H 3.5060 0.3131 0.1451
*
```

---

(2)
Density functional theory data (wB97M-V/def2-TZVPD) for a molecular structure, C55H53N5O2Sb2TeY.

Frontier orbital gap (eV): 6.03
Electronic energy (eV): -90856.6036
Relative energy (zero: lowest compared OMol25 entry of this formula, charge and spin) (eV): 0.000
HOMO energy (hartree): -0.1498

```
! RIJCOSX wB97M-V def2-TZVPD def2/J DEFGRID3
* xyz -1 1
Y -0.7743 1.7076 -0.0939
C 1.1924 3.2811 -3.0700
C 1.1292 1.9656 -3.7906
C 2.1337 1.6110 -4.6795
C 2.0810 0.4061 -5.3625
C 0.9940 -0.4295 -5.1807
C -0.0383 -0.0919 -4.3112
C -1.2567 -0.9677 -4.2502
C 0.0551 1.0942 -3.5792
N -0.9560 1.4901 -2.6426
C -2.0476 1.9483 -3.2864
O -2.2804 1.9428 -4.4961
C -3.0827 2.5621 -2.3811
C -4.3387 2.9157 -2.8455
C -5.2016 3.5643 -1.9771
C -4.7544 3.9132 -0.7114
C -3.4735 3.5436 -0.3435
N -2.6850 2.8267 -1.1416
C -2.8160 4.0940 0.8946
O -3.4253 4.9602 1.5193
N -1.5695 3.6237 1.0886
C -0.8494 4.3831 2.0644
C 0.3000 5.0500 1.6273
C 0.7792 4.8663 0.2187
C 1.0346 5.8153 2.5203
C 0.6477 5.9125 3.8468
C -0.4764 5.2305 4.2762
C -1.2414 4.4632 3.4040
C -2.4372 3.7248 3.9296
H 2.1025 3.8212 -3.3312
H 0.3335 3.9108 -3.3111
H 1.1989 3.1520 -1.9844
H 2.9689 2.2846 -4.8278
H 2.8781 0.1242 -6.0379
H 0.9378 -1.3703 -5.7149
H -1.0780 -1.9024 -4.7792
H -1.5270 -1.2259 -3.2254
H -2.0996 -0.4513 -4.7150
H -4.5882 2.6884 -3.8718
H -6.1980 3.8392 -2.2997
H -5.3369 4.4977 -0.0149
H 1.1511 3.8360 0.0951
H -0.0019 5.0459 -0.5214
H 1.6263 5.5169 0.0013
H 1.9273 6.3214 2.1736
H 1.2288 6.5016 4.5446
H -0.7711 5.2786 5.3176
H -3.3452 4.3089 3.7789
H -2.5650 2.7771 3.4079
H -2.3146 3.5136 4.9914
C 2.3854 0.0862 -1.5261
C 3.6794 0.0672 -0.7221
C 3.3913 0.6387 0.6555
Sb 1.8942 -0.7232 1.5823
C 3.7095 -1.8551 2.1556
C 4.1283 -3.0031 1.4885
C 5.3142 -3.6476 1.8253
C 6.1061 -3.1556 2.8506
C 5.7102 -2.0084 3.5249
C 4.5315 -1.3658 3.1720
C 0.7916 -1.8877 3.1079
C -0.5978 -1.8525 3.0641
C -1.3664 -2.5517 3.9793
C -0.7470 -3.2894 4.9819
C 0.6367 -3.3261 5.0440
C 1.4008 -2.6359 4.1061
Sb 0.6904 -1.3017 -0.9967
C -0.2110 -3.0873 0.0250
C 0.4703 -4.0945 0.7005
C -0.2064 -5.1060 1.3672
C -1.5950 -5.1395 1.3585
C -2.2946 -4.1592 0.6727
C -1.6017 -3.1468 0.0169
C 1.4272 -2.7313 -2.4814
C 0.5640 -3.7295 -2.9307
C 0.9533 -4.6329 -3.9098
C 2.2363 -4.5774 -4.4366
C 3.1200 -3.6155 -3.9727
C 2.7139 -2.6975 -3.0111
H 2.5209 -0.0379 -2.6017
H 1.9391 1.0913 -1.4134
H 4.4653 0.6415 -1.2335
H 4.0648 -0.9583 -0.6292
H 2.9534 1.6380 0.5817
H 4.2574 0.6818 1.3185
H 3.5392 -3.4020 0.6726
H 5.6187 -4.5329 1.2808
H 7.0281 -3.6558 3.1180
H 6.3220 -1.6114 4.3260
H 4.2484 -0.4654 3.7085
H -1.0927 -1.2778 2.2888
H -2.4471 -2.5267 3.9052
H -1.3405 -3.8335 5.7056
H 1.1300 -3.8963 5.8219
H 2.4797 -2.7004 4.1600
H 1.5526 -4.0863 0.7344
H 0.3498 -5.8608 1.9097
H -2.1243 -5.9199 1.8903
H -3.3786 -4.1733 0.6566
H -2.1636 -2.3842 -0.5119
H -0.4303 -3.8098 -2.5074
H 0.2556 -5.3871 -4.2542
H 2.5476 -5.2860 -5.1940
H 4.1309 -3.5742 -4.3604
H 3.4212 -1.9547 -2.6728
Te 0.6018 1.5778 2.5441
N -3.2295 -0.4036 -1.5497
C -3.5795 -0.2401 -0.2597
C -4.8033 -0.7488 0.2164
C -5.0919 -0.6544 1.5512
C -4.1658 -0.0686 2.4156
C -3.0059 0.4234 1.8754
N -2.7089 0.3759 0.5569
H -3.8703 -0.8193 -2.2000
H -2.3244 -0.0958 -1.8938
H -5.4808 -1.2257 -0.4781
H -6.0245 -1.0514 1.9308
H -4.3329 -0.0013 3.4792
H -2.2359 0.8681 2.4976
*
```

---

(3)
Density functional theory data (wB97M-V/def2-TZVPD) for a gas-phase ion, C4H5INS (charge +1) in a non-equilibrium geometry.

Frontier orbital gap (spin up / spin down) (eV): 6.03 / 6.04
Electronic energy (eV): -24641.8573
Relative energy (zero: lowest compared OMol25 entry of this formula, charge and spin) (eV): 5.033
HOMO energy (spin up / spin down) (hartree): -0.4596 / -0.4595

```
! RIJCOSX wB97M-V def2-TZVPD def2/J DEFGRID3
* xyz 1 1
C 0.6568 -0.4814 0.8512
C 1.8746 -0.8510 1.5961
C 3.1251 0.2057 -0.5892
C 0.0924 0.7220 -1.3509
N 0.5922 0.0262 -0.2459
S 3.4225 -0.3850 0.9151
I 3.6901 0.9985 -2.3735
H -0.3390 -0.7649 1.4185
H 1.8703 -1.4300 2.5586
H 0.9143 1.1522 -1.9403
H -0.6105 0.2148 -2.0760
H -0.5320 1.5115 -0.9634
*
```

---

(4)
Density functional theory data (wB97M-V/def2-TZVPD) for a single C4H5NO2 molecule.

Frontier orbital gap (eV): 10.44
Electronic energy (eV): -9812.2210
SMILES: O=C[C@H]1CN1C=O
Relative energy (zero: lowest compared OMol25 entry of this formula, charge and spin) (eV): 2.094
HOMO energy (hartree): -0.3717

```
! RIJCOSX wB97M-V def2-TZVPD def2/J DEFGRID3
* xyz 0 1
O 2.1290 -1.2501 -0.3083
C 1.4503 -0.2961 -0.5962
C 0.6852 0.4920 0.4410
C -0.5508 1.2159 0.0301
N -0.6372 0.0196 0.8278
C -1.1891 -1.1434 0.2802
O -2.0319 -1.1513 -0.5837
H 1.3615 0.0533 -1.6450
H 1.3004 0.8580 1.2605
H -0.8776 1.1212 -1.0059
H -0.8322 2.1378 0.5313
H -0.8076 -2.0569 0.7682
*
```

---

(5)
Density functional theory data (wB97M-V/def2-TZVPD) for 2 unconnected molecules or ions with the total composition C2H8NOPS in a non-equilibrium geometry.

Frontier orbital gap (spin up / spin down) (eV): 9.19 / 5.05
Electronic energy (eV): -25863.0511
Relative energy (zero: lowest compared OMol25 entry of this formula, charge and spin) (eV): 4.744
HOMO energy (spin up / spin down) (hartree): -0.3575 / -0.2802

```
! RIJCOSX wB97M-V def2-TZVPD def2/J DEFGRID3
* xyz 0 1
C -1.9936 1.6677 -0.2960
C 2.8010 -0.9462 -0.4547
N -1.2423 -0.9597 0.1252
O -3.7115 -0.5275 0.0471
P -2.4513 0.0407 0.5672
S 1.5681 0.2497 0.0737
H -1.8244 1.3663 -1.2655
H -2.6378 2.5715 -0.1164
H -1.1687 2.1610 0.2705
H 2.9820 -1.6832 0.4039
H 3.7693 -0.4341 -0.5323
H 2.4535 -1.3082 -1.3664
H -0.3242 -0.6304 0.1616
H -1.4673 -2.0133 0.1187
*
```

---

(6)
Density functional theory data (wB97M-V/def2-TZVPD) for a molecular structure, C34H37N4PSeV in a non-equilibrium geometry.

Frontier orbital gap (spin up / spin down) (eV): 6.10 / 7.30
Electronic energy (eV): -142128.2393
Relative energy (zero: lowest compared OMol25 entry of this formula, charge and spin) (eV): 0.120
HOMO energy (spin up / spin down) (hartree): -0.5072 / -0.5142

```
! RIJCOSX wB97M-V def2-TZVPD def2/J DEFGRID3
* xyz 2 2
V 0.3872 0.2075 -0.4048
C 2.2893 -1.9949 -1.6415
N 2.2387 -0.6199 -1.0876
C 2.7894 0.3182 -2.1187
C 3.0049 -0.4785 0.1523
C 4.0534 -1.2939 0.5353
C 4.7193 -1.0284 1.7254
C 4.3410 0.0482 2.5184
C 3.2837 0.8622 2.1419
C 2.6161 0.5931 0.9570
N 1.4547 1.2855 0.5083
C 1.2191 2.6740 0.6712
C 2.2083 3.6309 0.8455
C 1.8394 4.9628 0.9471
C 0.5008 5.3275 0.8687
C -0.4818 4.3619 0.6835
C -0.1139 3.0338 0.5716
N -1.0566 1.9225 0.4200
C -1.5984 1.6322 1.7756
C -2.2054 2.3123 -0.4368
H 3.2919 -2.2180 -2.0084
H 1.5964 -2.0572 -2.4750
H 2.0121 -2.7200 -0.8835
H 3.8399 0.0840 -2.2898
H 2.7112 1.3480 -1.7765
H 2.2338 0.1966 -3.0444
H 4.3637 -2.1292 -0.0788
H 5.5429 -1.6625 2.0262
H 4.8699 0.2541 3.4401
H 2.9680 1.6866 2.7688
H 3.2513 3.3422 0.8845
H 2.6010 5.7197 1.0821
H 0.2162 6.3684 0.9499
H -1.5202 4.6606 0.6233
H -2.0025 2.5477 2.2113
H -0.8051 1.2595 2.4233
H -2.3889 0.8958 1.7011
H -2.8315 3.0487 0.0701
H -2.8121 1.4323 -0.6355
H -1.8511 2.7340 -1.3704
Se -0.8225 -0.0081 -2.3331
C -1.1478 1.4502 -3.5247
C -0.2205 2.4708 -3.6632
C -0.5203 3.4866 -4.5624
N -1.6371 3.5185 -5.2879
C -2.5060 2.5205 -5.1395
C -2.3126 1.4533 -4.2664
H 0.7016 2.4899 -3.0979
H 0.1722 4.3085 -4.7056
H -3.4042 2.5687 -5.7450
H -3.0499 0.6659 -4.1802
C 0.7966 -1.7736 2.4060
P -0.3543 -1.6618 1.0048
C -2.0104 -1.5087 1.7219
C -2.2250 -1.4291 3.0940
C -3.5234 -1.3480 3.5839
C -4.5994 -1.3447 2.7082
C -4.3847 -1.4275 1.3363
C -3.0937 -1.5120 0.8427
C -0.4205 -3.3253 0.2707
C -0.6821 -3.5192 -1.0831
C -0.8451 -4.8019 -1.5891
C -0.7490 -5.8960 -0.7429
C -0.5059 -5.7080 0.6123
C -0.3511 -4.4295 1.1223
H 0.4598 -2.5259 3.1153
H 0.8669 -0.8118 2.9131
H 1.7851 -2.0505 2.0409
H -1.3961 -1.4156 3.7909
H -3.6903 -1.2899 4.6519
H -5.6089 -1.2873 3.0942
H -5.2261 -1.4345 0.6552
H -2.9300 -1.5899 -0.2270
H -0.7761 -2.6756 -1.7522
H -1.0528 -4.9436 -2.6422
H -0.8739 -6.8971 -1.1350
H -0.4473 -6.5602 1.2767
H -0.1913 -4.3052 2.1855
*
```